(1)
{
  "formula": "C18H52N4O6",
  "method": "ωB97M-V with the def2-TZVPD basis set",
  "elements": ["C", "O", "C", "C", "C", "N", "H", "H", "H", "H", "H", "H", "H", "H", "H", "H", "H", "C", "O", "C", "C", "C", "N", "H", "H", "H", "H", "H", "H", "H", "H", "H", "H", "H", "C", "O", "C", "C", "C", "N", "H", "H", "H", "H", "H", "H", "H", "H", "H", "H", "H", "C", "O", "C", "C", "C", "N", "H", "H", "H", "H", "H", "H", "H", "H", "H", "H", "H", "C", "O", "H", "H", "H", "H", "C", "O", "H", "H", "H", "H"],
  "coordinates": [[-10.7203, -32.8118, 23.5430], [-11.7228, -32.0033, 24.1821], [-11.9884, -32.3999, 25.5021], [-10.8316, -32.1218, 26.5055], [-11.2985, -32.4530, 27.9215], [-10.4229, -30.7097, 26.3676], [-10.6246, -32.4422, 22.5217], [-11.1678, -33.8039, 23.4317], [-9.7856, -32.6665, 24.0830], [-12.9008, -31.9094, 25.8392], [-12.1498, -33.4875, 25.5849], [-9.9670, -32.7650, 26.3290], [-11.4533, -33.5294, 27.9811], [-12.1188, -31.8170, 28.2504], [-10.4378, -32.2280, 28.5576], [-10.4639, -30.5904, 25.3515], [-11.1964, -30.0945, 26.6266], [-15.7816, -30.3320, 25.9360], [-14.7251, -29.7739, 26.7102], [-15.1945, -29.1378, 27.8818], [-14.2632, -27.9792, 28.1779], [-14.4183, -27.4274, 29.6067], [-14.5575, -26.9153, 27.2122], [-16.4241, -30.9308, 26.5846], [-15.3253, -30.9325, 25.1550], [-16.3915, -29.5507, 25.4763], [-16.1771, -28.6858, 27.6886], [-15.3415, -29.8520, 28.7025], [-13.1881, -28.1790, 28.0758], [-15.4108, -26.9642, 29.6681], [-13.7683, -26.5630, 29.7424], [-14.3516, -28.2252, 30.3395], [-14.3327, -27.1865, 26.2598], [-13.9246, -26.1353, 27.3749], [-20.0111, -26.3376, 21.9572], [-19.1858, -26.0294, 20.8697], [-18.2403, -25.0407, 21.1760], [-17.2653, -24.8831, 19.9894], [-16.0922, -23.9194, 20.2385], [-17.8811, -24.6076, 18.6874], [-20.5674, -25.4752, 22.3512], [-19.4009, -26.6914, 22.8034], [-20.7087, -27.1133, 21.6438], [-18.7309, -24.0605, 21.2639], [-17.6304, -25.2795, 22.0540], [-16.8381, -25.8889, 19.8703], [-16.4238, -22.8789, 20.2501], [-15.3518, -24.0611, 19.4582], [-15.7057, -24.1339, 21.2323], [-18.1146, -23.6188, 18.6881], [-18.7084, -25.1848, 18.5894], [-12.3308, -28.0834, 24.4465], [-13.4912, -27.4726, 23.9193], [-13.4550, -26.0730, 24.1101], [-14.7482, -25.4602, 23.5197], [-14.7646, -23.9847, 23.8515], [-15.9369, -26.1325, 24.1095], [-11.4027, -27.6277, 24.1096], [-12.3873, -29.1466, 24.1963], [-12.3869, -28.1580, 25.5427], [-13.4036, -25.7984, 25.1690], [-12.5890, -25.6232, 23.6101], [-14.7867, -25.6824, 22.4529], [-14.8358, -23.6877, 24.9068], [-15.6205, -23.4573, 23.4288], [-13.8041, -23.5060, 23.6333], [-15.8200, -26.1816, 25.1213], [-15.7689, -27.0963, 23.8077], [-17.5173, -29.0740, 20.7335], [-16.3642, -28.7307, 21.4925], [-18.3067, -29.4575, 21.3831], [-17.8882, -28.1899, 20.2047], [-17.1886, -29.7738, 19.9687], [-16.5983, -28.1302, 22.2048], [-9.1398, -27.3164, 25.8050], [-9.0271, -26.1343, 26.6109], [-9.2694, -26.9862, 24.7781], [-8.1716, -27.8227, 25.8819], [-9.9193, -27.9741, 26.1879], [-8.9255, -26.4168, 27.5236]],
  "smiles": "COC[C@H](C)N.COC[C@H](C)N.COC[C@H](C)N.COC[C@H](C)N.CO.CO"
}

***

(2)
{
  "formula": "C18H52N4O6PS",
  "method": "ωB97M-V with the def2-TZVPD basis set",
  "elements": ["C", "P", "O", "S", "C", "O", "H", "H", "H", "H", "H", "H", "H", "H", "C", "C", "C", "O", "C", "N", "H", "H", "H", "H", "H", "H", "H", "H", "H", "H", "H", "C", "C", "C", "O", "C", "N", "H", "H", "H", "H", "H", "H", "H", "H", "H", "H", "H", "C", "C", "C", "O", "C", "N", "H", "H", "H", "H", "H", "H", "H", "H", "H", "H", "H", "C", "C", "C", "O", "C", "N", "H", "H", "H", "H", "H", "H", "H", "H", "H", "H", "H"],
  "coordinates": [[3.8880, 0.9147, -0.5528], [2.4656, -0.1587, -0.1369], [2.1470, -1.0267, -1.4869], [0.9263, 1.3566, -0.0390], [-0.6117, 0.6145, -0.6237], [1.2649, 2.5445, -1.1118], [4.0138, 0.8951, -1.6263], [4.7359, 0.5007, -0.0289], [3.6749, 1.9278, -0.2406], [1.6566, -0.5204, -2.1585], [-1.4116, 1.1068, -0.0889], [-0.5955, -0.4469, -0.4272], [-0.6860, 0.8012, -1.6861], [0.8477, 2.3834, -1.9790], [8.5572, 0.2109, 0.1781], [8.0715, -0.9316, -0.7079], [9.0821, -1.3710, -1.7742], [9.1809, -0.4980, -2.8797], [10.0366, 0.6181, -2.7036], [6.7800, -0.5635, -1.3047], [8.5161, 1.1707, -0.3362], [7.9287, 0.2929, 1.0651], [9.5828, 0.0453, 0.5087], [7.9023, -1.7965, -0.0607], [8.7434, -2.3238, -2.1882], [10.0712, -1.5441, -1.3331], [10.8999, 0.3656, -2.0823], [9.5073, 1.4674, -2.2643], [10.3919, 0.9152, -3.6887], [6.4105, -1.3675, -1.8068], [6.9717, 0.1158, -2.0374], [3.2119, -4.2657, -5.7811], [2.7923, -3.3280, -4.6547], [1.6105, -2.4165, -5.0122], [1.9367, -1.3176, -5.8372], [1.9974, -1.5966, -7.2285], [3.9607, -2.5608, -4.2110], [3.7773, -3.7458, -6.5535], [3.8534, -5.0531, -5.3900], [2.3456, -4.7364, -6.2487], [2.4640, -3.9505, -3.8171], [1.2388, -1.9696, -4.0822], [0.7792, -2.9864, -5.4460], [1.2551, -2.3450, -7.5170], [2.9915, -1.9348, -7.5257], [1.7827, -0.6697, -7.7572], [3.7070, -2.0120, -3.3938], [4.1607, -1.8675, -4.9272], [-3.4851, 2.2551, 4.9798], [-3.8300, 1.0825, 4.0667], [-2.6932, 0.6897, 3.1144], [-2.5177, 1.5639, 2.0048], [-1.7615, 2.7312, 2.2656], [-5.0808, 1.3751, 3.3668], [-3.5350, 3.2088, 4.4539], [-4.1968, 2.3075, 5.8013], [-2.4853, 2.1493, 5.4064], [-4.0081, 0.2124, 4.7046], [-2.9353, -0.2825, 2.6793], [-1.7436, 0.5778, 3.6549], [-0.9534, 2.5391, 2.9776], [-2.3790, 3.5548, 2.6255], [-1.3249, 3.0404, 1.3113], [-5.3998, 0.5580, 2.8527], [-4.8832, 2.0701, 2.6515], [-8.3301, 1.8065, 4.4600], [-9.0025, 1.0709, 3.3040], [-10.4757, 0.7250, 3.5572], [-10.6833, -0.3699, 4.4252], [-10.6347, -0.0694, 5.8080], [-8.2124, -0.1190, 2.9574], [-8.0828, 1.1358, 5.2826], [-7.3965, 2.2509, 4.1245], [-8.9709, 2.6015, 4.8476], [-8.9851, 1.7396, 2.4380], [-10.9224, 0.4252, 2.6054], [-11.0311, 1.6027, 3.9123], [-11.0409, 0.9245, 6.0154], [-9.6167, -0.1354, 6.1994], [-11.2441, -0.8097, 6.3244], [-8.6046, -0.5440, 2.1218], [-8.3683, -0.8109, 3.6855]],
  "charge": 1
}

***

(3)
{
  "formula": "C18H52NO17",
  "method": "ωB97M-V with the def2-TZVPD basis set",
  "elements": ["N", "O", "O", "O", "C", "C", "C", "O", "H", "H", "H", "H", "H", "H", "H", "H", "C", "C", "C", "O", "H", "H", "H", "H", "H", "H", "H", "H", "C", "C", "O", "O", "H", "H", "H", "H", "H", "H", "C", "C", "O", "O", "H", "H", "H", "H", "H", "H", "C", "C", "O", "O", "H", "H", "H", "H", "H", "H", "C", "C", "O", "O", "H", "H", "H", "H", "H", "H", "C", "C", "O", "O", "H", "H", "H", "H", "H", "H", "C", "C", "O", "O", "H", "H", "H", "H", "H", "H"],
  "coordinates": [[-0.0350, -0.0696, -0.4045], [1.0353, 0.3822, -0.7112], [-0.2502, -0.9756, 0.3761], [-1.0379, 0.5114, -0.9323], [-2.2508, -1.6110, -1.4767], [-1.0301, -2.5066, -1.6830], [-1.1130, -3.7133, -0.7620], [-0.8261, -2.8123, -3.0564], [-3.1285, -2.1841, -1.7755], [-2.4166, -0.6646, -1.9915], [-2.3431, -1.2840, -0.4410], [-0.1234, -2.0130, -1.3332], [-0.8131, -3.4106, 0.2413], [-0.3689, -4.4612, -1.0358], [-2.1293, -4.1010, -0.6915], [-0.3178, -3.6230, -3.1342], [-0.0208, 4.7191, 1.0399], [-0.6430, 3.3094, 0.9174], [0.2629, 2.1463, 0.7444], [-1.4926, 3.0874, 2.0796], [0.4349, 4.7317, 2.0299], [-0.7472, 5.5107, 0.8558], [0.7603, 4.8908, 0.2993], [-1.3311, 3.2794, 0.0726], [1.2593, 2.2563, 1.1724], [0.3903, 1.8950, -0.3085], [-0.0566, 1.1856, 1.1482], [-2.1569, 3.7718, 2.1886], [1.5842, -1.5271, 2.9574], [1.8427, -0.1025, 2.4355], [0.6741, 0.4402, 1.7720], [2.5235, -1.8686, 3.9536], [1.5613, -2.1373, 2.0545], [0.5508, -1.4634, 3.2981], [2.6819, -0.0668, 1.7408], [2.2172, 0.4336, 3.3075], [0.5291, -0.1543, 1.0323], [2.1563, -2.5398, 4.5336], [-3.9919, 2.1262, 0.4507], [-2.8785, 1.4344, -0.3239], [-2.0923, 0.6024, 0.4801], [-3.4738, 2.8678, 1.5682], [-4.6636, 1.3048, 0.7002], [-4.6983, 2.7564, -0.0897], [-2.2942, 2.1559, -0.8950], [-3.3583, 0.8099, -1.0775], [-1.4299, 0.2623, -0.1258], [-3.3820, 3.7529, 1.2078], [1.8856, -1.6510, -0.1993], [2.2127, -3.1841, 0.1082], [2.9495, -3.3354, 1.2942], [3.1232, -0.9481, -0.3301], [1.2517, -1.2781, 0.6051], [1.2995, -1.5521, -1.1130], [2.7554, -3.6655, -0.7054], [1.4667, -3.9577, 0.2904], [2.9825, -4.2689, 1.5159], [3.6813, -0.9395, 0.4510], [1.8962, 2.2103, -1.6119], [2.8243, 3.4504, -1.9510], [2.4343, 4.6075, -1.2137], [2.4652, 1.4757, -0.5466], [1.7377, 1.5007, -2.4239], [0.9280, 2.5838, -1.2785], [2.6424, 3.6821, -3.0005], [3.8287, 3.1024, -1.7097], [2.5398, 4.4006, -0.2822], [1.8253, 0.8147, -0.2723], [0.7272, -0.1243, -3.7832], [-0.6011, 0.4885, -3.3880], [-0.5714, 1.5870, -2.5307], [1.5307, 0.8333, -4.4792], [0.6081, -0.9757, -4.4533], [1.1673, -0.3847, -2.8206], [-1.1925, -0.2544, -2.8528], [-1.1263, 0.9038, -4.2481], [-0.5575, 1.2712, -1.6242], [1.0975, 1.6804, -4.6076], [-1.7401, -2.1274, 1.9874], [-1.0674, -3.1084, 3.0700], [0.2295, -3.5832, 2.6785], [-1.2386, -0.7999, 2.0033], [-2.8070, -1.9442, 2.1150], [-1.7438, -2.6453, 1.0283], [-1.7081, -3.9519, 3.3270], [-0.9602, -2.5820, 4.0184], [0.6034, -4.0774, 3.4117], [-0.9489, -0.5872, 1.1131]],
  "charge": -1
}

***

Which M belongs to each record? In order, 420.64; 483.68; 554.60 g mol⁻¹.
Which frontier orbital gap belongs to each record? In order, 9.63; 6.49; 6.90 eV.
Which ΔE to the lowest compared entry with this formula, charge and spin belongs to each record? In order, 116.5; 22.1; 3270.6 kJ/mol.